26
Properties=species:S:1:pos:R:3:forces:R:3:mulliken_charge:R:1 method="wB97M-V/def2-TZVPD" e_lumo_ha=0.037 fmax_ev_per_a=5.88 orbital_gap_ev=9.8 smiles=CCc1ccccc1.CC e_homo_ev=-8.79
C -0.139 0.773 -1.069 -3.6 2.0 -1.7 -0.539
C 1.979 -3.148 0.272 0.1 1.8 -4.6 -0.766
C 1.298 1.613 1.709 -0.1 -0.1 -4.2 -1.066
C -1.853 1.891 0.337 3.6 0.0 1.9 -0.482
C -0.645 1.033 0.189 -2.0 1.9 0.6 0.687
C -2.360 2.518 -0.734 -3.3 1.2 0.8 -0.389
C 0.447 -3.522 -0.040 2.0 -2.4 -1.8 -0.705
C 0.097 0.641 1.447 1.6 2.1 -3.3 -0.520
C -0.983 1.237 -2.195 1.6 -1.0 1.3 -0.384
C -2.096 2.005 -1.946 -1.3 -0.6 -5.7 -0.248
H 2.412 -3.626 1.103 0.3 -0.5 1.1 0.336
H 2.274 -2.010 0.244 -1.3 -1.9 0.7 0.150
H 1.290 2.038 2.633 -0.2 1.2 2.7 0.384
H -2.929 2.186 -2.839 2.7 -0.1 2.2 0.183
H 0.771 0.327 -1.354 1.0 -0.8 0.3 0.464
H 0.409 -0.277 1.054 1.2 -1.9 0.8 -0.139
H 1.341 2.504 0.908 -0.1 -2.1 1.7 0.259
H -3.177 3.298 -0.727 1.0 -1.0 0.6 0.288
H -0.496 0.562 2.267 -1.9 -0.4 2.3 0.586
H 0.280 -4.703 0.069 0.4 2.7 -0.1 0.270
H 2.587 -3.412 -0.678 -0.7 -0.2 1.6 0.254
H -0.651 0.981 -3.213 -0.5 0.0 0.5 0.332
H 0.050 -3.236 -1.087 1.0 -0.3 1.7 0.238
H -0.084 -3.017 0.681 -1.9 0.9 1.6 0.241
H 2.194 1.005 1.627 0.4 0.3 -0.1 0.317
H -2.018 2.340 1.342 -0.1 -0.8 -0.6 0.251

---

26
Properties=species:S:1:pos:R:3:forces:R:3:mulliken_charge:R:1 method="wB97M-V/def2-TZVPD" e_lumo_ha=0.037 fmax_ev_per_a=2.90 orbital_gap_ev=10.0 smiles=Cc1ccccc1.CCC e_homo_ev=-9.02
C -1.434 -1.958 -1.509 1.0 -0.3 0.1 -0.429
C -1.134 0.182 -0.476 0.7 -0.1 0.0 -0.214
C -2.378 -2.324 -0.550 0.9 0.6 -0.1 -0.562
C -2.628 -1.419 0.481 -1.3 0.4 -0.7 -0.382
C 2.308 1.312 0.202 -2.0 0.7 -1.9 0.469
C -2.090 -0.124 0.467 0.8 -0.6 1.1 0.637
C -2.382 0.844 1.602 -0.9 -1.4 -0.2 -1.493
C 2.882 1.220 -1.214 1.1 -0.4 -0.2 -1.136
C -0.764 -0.744 -1.441 -0.9 0.3 -0.3 -0.548
C 2.425 0.146 1.135 1.7 -0.5 0.2 -1.085
H -0.542 1.075 -0.336 -0.4 0.3 -0.3 0.455
H -3.416 1.155 1.419 0.3 0.9 0.2 0.346
H -3.418 -1.606 1.202 0.2 -0.3 0.2 0.346
H -1.634 1.615 1.731 -0.2 0.4 -0.3 0.363
H 1.812 0.232 2.029 0.1 0.2 0.1 0.306
H 3.943 0.934 -1.267 -0.2 -0.1 0.2 0.359
H -2.780 -3.323 -0.643 -0.3 0.1 0.4 0.364
H 2.600 2.283 0.603 0.2 -0.3 0.5 0.349
H -2.448 0.302 2.549 0.2 -0.1 0.0 0.372
H 2.338 0.513 -1.842 0.0 -0.1 0.1 0.224
H 2.236 -0.846 0.726 -0.4 0.2 -0.5 0.281
H -0.072 -0.470 -2.228 0.3 -0.1 0.2 0.374
H -1.011 -2.682 -2.199 -0.6 -0.1 -0.2 0.321
H 1.242 1.425 -0.085 0.3 0.3 0.8 -0.372
H 3.498 0.079 1.381 -0.3 0.0 0.6 0.341
H 2.847 2.179 -1.736 -0.2 0.1 0.2 0.315

---

26
Properties=species:S:1:pos:R:3:forces:R:3:mulliken_charge:R:1 method="wB97M-V/def2-TZVPD" e_lumo_ha=0.036 fmax_ev_per_a=5.48 orbital_gap_ev=9.9 smiles=Cc1ccccc1.CCC e_homo_ev=-8.92
C -0.778 1.221 0.014 -2.7 -2.7 -0.3 -0.558
C -2.268 0.291 1.770 2.0 0.6 -2.7 -0.388
C 2.226 0.254 -2.059 0.3 -1.0 1.1 -1.168
C 1.737 -0.730 -0.929 -2.3 3.5 1.3 0.713
C -2.872 -0.493 0.785 -2.4 0.8 4.9 -0.613
C -1.117 1.011 1.367 1.0 1.2 0.8 0.861
C -1.601 0.537 -0.959 -0.2 0.7 4.3 -0.567
C 2.169 -2.137 -0.960 1.4 -1.2 0.9 -1.416
C -2.643 -0.274 -0.517 1.7 0.1 -1.5 -0.379
C -0.283 1.565 2.555 1.1 -1.2 0.6 -1.389
H 2.359 -2.549 -1.925 -0.3 -0.2 -1.0 0.373
H 1.406 -2.677 -0.467 -0.9 -1.1 0.2 0.401
H -2.660 0.489 2.740 -0.1 -0.7 0.8 0.397
H 3.067 -0.299 -2.479 0.0 0.3 -0.7 0.489
H 0.729 2.061 2.378 -1.6 -0.4 -0.3 0.295
H -1.556 0.651 -1.969 0.8 0.5 -2.7 0.459
H 0.078 1.707 -0.353 1.0 0.9 0.1 0.552
H -0.918 2.171 3.199 0.1 0.4 -0.1 0.382
H -3.724 -0.994 1.310 0.4 -0.3 -1.7 0.261
H 0.563 -0.609 -0.790 2.5 -0.7 -0.7 -0.354
H -3.178 -0.796 -1.246 -0.9 -0.7 -1.0 0.404
H 2.700 1.117 -1.532 -0.8 -0.2 -0.9 0.274
H -0.018 0.691 3.252 -0.3 1.0 -1.1 0.310
H 3.079 -2.451 -0.385 -0.4 1.0 -0.3 0.295
H 1.450 0.473 -2.833 0.8 0.1 0.7 0.218
H 2.052 -0.229 0.033 -0.1 -0.7 -0.7 0.150

---

26
Properties=species:S:1:pos:R:3:forces:R:3:mulliken_charge:R:1 method="wB97M-V/def2-TZVPD" s2=0.77 e_lumo_ha="-0.168 / -0.303" fmax_ev_per_a=1.38 orbital_gap_ev="9.5 / 5.9" charge=+1 multiplicity=2 e_homo_ev="-14.12 / -14.11"
C -0.817 -1.441 -3.260 0.1 0.9 0.6 -1.137
C 1.125 -0.472 2.675 -0.7 0.3 -0.2 -0.604
C 0.387 0.669 2.337 0.5 -1.0 0.5 -0.251
C -1.427 -1.112 -1.879 -0.4 -0.4 -0.7 0.303
C 0.982 0.472 -0.012 0.9 -0.5 -0.1 -0.538
C -2.496 -0.011 -1.864 0.4 0.2 0.2 -0.864
C 0.288 1.138 0.974 0.2 0.9 0.5 1.037
C -0.346 2.463 0.733 -0.9 -0.5 0.2 -1.431
C 1.811 -1.111 1.677 0.9 0.2 -0.5 -0.342
C 1.865 -0.537 0.360 -0.8 1.1 -0.3 -0.221
H 2.664 -0.717 -0.346 0.0 -0.8 0.1 0.414
H -0.594 2.593 -0.315 0.2 0.2 -0.1 0.349
H -1.554 -1.210 -4.016 -0.2 -0.3 -0.4 0.321
H -0.643 -0.886 -1.164 0.0 -0.2 0.2 -0.295
H -1.923 -2.031 -1.576 0.1 -0.1 0.4 0.350
H -2.887 0.188 -2.855 -0.4 -0.3 -0.1 0.329
H -0.517 -2.483 -3.300 0.1 0.0 -0.2 0.326
H 0.248 3.298 1.113 0.3 -0.1 -0.1 0.395
H 1.133 -0.876 3.676 0.0 0.2 0.1 0.427
H -0.097 1.200 3.140 -0.3 0.2 -0.1 0.434
H -1.281 2.524 1.308 0.1 -0.1 -0.1 0.414
H -3.288 -0.271 -1.163 -0.2 0.1 -0.2 0.283
H 0.041 -0.800 -3.489 0.0 -0.2 0.0 0.291
H 1.042 0.874 -1.014 -0.2 0.0 0.0 0.458
H 2.447 -1.961 1.865 -0.1 -0.3 0.2 0.434
H -2.117 0.954 -1.542 0.3 0.2 0.1 0.118